Record 1
Molecular formula: H28O14
Method: DFT, wB97M-V/def2-TZVPD

Calculated values
Lowest unoccupied orbital energy, eV: -1.01
E, eV: -29119.714
ΔE to the lowest compared entry with this formula, charge and spin, kJ/mol: 186.93
Max |F|, hartree/bohr: 0.0441

Geometry as ORCA input:
```
! wB97M-V def2-TZVPD RIJCOSX def2/J DEFGRID3
* xyz 0 1
O -4.415 -16.423 -5.547
H -5.024 -16.256 -6.295
H -4.948 -16.983 -5.004
O -4.616 -20.301 -9.347
H -5.403 -20.586 -9.817
H -4.902 -19.477 -8.917
O -3.451 -19.390 -6.586
H -4.072 -20.062 -6.437
H -3.569 -18.709 -5.953
O -0.898 -16.264 -5.469
H -1.319 -15.512 -5.111
H -1.433 -16.955 -5.086
O -1.796 -18.714 -9.087
H -2.266 -18.013 -8.657
H -2.363 -19.518 -9.022
O -2.779 -22.154 -8.124
H -2.843 -23.024 -8.544
H -3.600 -21.669 -8.230
O -0.884 -20.148 -6.794
H -1.803 -19.773 -6.749
H -0.878 -20.925 -7.361
O -4.138 -20.954 -3.746
H -3.937 -21.672 -4.410
H -4.815 -20.375 -4.136
O -3.297 -16.741 -2.594
H -2.585 -16.085 -2.500
H -3.323 -17.123 -3.470
O -3.252 -22.958 -5.587
H -3.226 -22.423 -6.399
H -3.980 -23.581 -5.661
O -5.399 -21.441 -6.536
H -6.159 -21.097 -7.032
H -5.706 -21.776 -5.709
O -5.573 -18.398 -4.415
H -6.166 -18.478 -5.153
H -6.141 -18.594 -3.646
O -2.084 -18.577 -4.272
H -1.967 -19.486 -4.541
H -1.574 -18.556 -3.439
O -2.967 -16.522 -7.999
H -2.118 -16.083 -7.829
H -3.416 -16.733 -7.161
*
```

=====

Record 2
Molecular formula: C39H54AsIN5OPdS6Si3
Method: DFT, wB97M-V/def2-TZVPD

Calculated values
Lowest unoccupied orbital energy (spin up / spin down), eV: -2.98 / -4.82
E, eV: -211876.295
ΔE to the lowest compared entry with this formula, charge and spin, kJ/mol: 21.17
⟨S²⟩: 6.0740
Max |F|, hartree/bohr: 0.0169

Geometry as ORCA input:
```
! wB97M-V def2-TZVPD RIJCOSX def2/J DEFGRID3
* xyz 1 5
Pd 0.945 0.454 -0.412
C 4.159 4.217 1.507
C 3.333 4.981 2.541
C 3.217 6.443 2.091
C 4.048 4.910 3.898
C 1.938 4.389 2.699
C 0.997 5.004 3.545
C -0.269 4.477 3.734
C -0.692 3.319 3.089
S -2.156 2.664 3.846
C -1.328 1.272 0.959
N -0.010 1.678 1.345
C 0.214 2.712 2.155
C 1.530 3.257 2.045
C -2.860 -0.499 1.135
C -3.832 -1.446 1.405
C -4.170 -2.369 0.421
C -3.525 -2.346 -0.812
C -2.527 -1.423 -1.085
C -2.186 -0.504 -0.097
H 5.134 4.693 1.402
H 3.680 4.221 0.525
H 4.326 3.181 1.810
H 4.212 6.866 1.953
H 2.699 7.059 2.827
H 2.680 6.519 1.144
H 5.052 5.328 3.811
H 4.135 3.876 4.238
H 3.517 5.477 4.664
H 1.260 5.907 4.079
H -0.945 4.962 4.427
H 2.176 2.747 1.344
H -4.320 -1.487 2.369
H -4.937 -3.106 0.617
H -3.803 -3.066 -1.571
H -2.021 -1.402 -2.042
I -4.916 1.239 3.496
C -3.052 1.690 2.586
C -3.182 2.623 1.440
N -2.205 2.488 0.639
N -1.228 0.490 -0.208
C -2.215 0.543 2.022
H -3.952 3.375 1.319
H -2.072 3.066 -0.234
H -1.621 0.099 2.823
C 0.722 -0.195 4.329
Si 0.840 -1.805 3.376
C -0.803 -2.688 3.347
C 2.135 -2.900 4.159
As 1.556 -1.484 1.127
Si 3.784 -0.696 1.407
C 5.058 -2.054 1.496
C 3.817 0.355 2.956
C 4.196 0.402 -0.058
Si 1.445 -3.594 0.034
C -0.308 -4.211 0.184
C 2.609 -4.820 0.832
C 1.894 -3.251 -1.741
H -0.065 -0.289 5.083
H 0.491 0.664 3.706
H 1.655 0.016 4.851
H -1.299 -2.572 4.315
H -0.668 -3.756 3.174
H -1.469 -2.312 2.574
H 1.866 -3.114 5.197
H 3.118 -2.429 4.160
H 2.216 -3.853 3.632
H 5.004 -2.612 2.432
H 6.054 -1.608 1.427
H 4.959 -2.756 0.668
H 3.854 -0.237 3.871
H 2.959 1.027 3.014
H 4.721 0.971 2.928
H 4.484 -0.194 -0.922
H 5.047 1.034 0.212
H 3.385 1.062 -0.395
H -0.459 -4.748 1.121
H -0.511 -4.909 -0.633
H -1.042 -3.408 0.119
H 2.164 -5.229 1.741
H 3.579 -4.401 1.090
H 2.776 -5.654 0.146
H 1.189 -2.547 -2.188
H 1.855 -4.182 -2.311
H 2.898 -2.833 -1.840
S -3.734 3.177 -5.368
C -2.763 3.313 -4.056
S -1.077 2.864 -4.158
C -0.848 3.220 -2.485
N -1.934 3.636 -1.907
N -2.996 3.741 -2.769
C -4.200 4.244 -2.177
C -5.444 4.153 -2.791
C -6.569 4.646 -2.141
C -6.479 5.244 -0.897
C -5.230 5.368 -0.303
C -4.100 4.878 -0.935
S 0.609 3.072 -1.584
H -5.545 3.690 -3.756
H -7.529 4.557 -2.631
H -7.362 5.629 -0.405
H -5.128 5.879 0.647
H -3.127 5.057 -0.503
C 4.389 -0.166 -3.911
O 3.203 -0.038 -3.112
C 2.055 0.166 -3.751
S 1.855 0.284 -5.362
S 0.672 0.283 -2.688
H 5.198 -0.320 -3.203
H 4.551 0.741 -4.492
H 4.298 -1.014 -4.587
*
```

=====

Record 3
Molecular formula: C46H37IrN5O8P2
Method: DFT, wB97M-V/def2-TZVPD

Calculated values
Lowest unoccupied orbital energy, eV: -3.01
E, eV: -93546.950
ΔE to the lowest compared entry with this formula, charge and spin, kJ/mol: 0.00
Max |F|, hartree/bohr: 0.0112

Geometry as ORCA input:
```
! wB97M-V def2-TZVPD RIJCOSX def2/J DEFGRID3
* xyz 1 1
Ir -0.146 -0.253 -0.142
N -0.234 2.150 1.514
P 0.990 1.051 1.283
C 2.498 1.956 0.876
C 2.482 3.346 0.962
C 3.640 4.073 0.721
C 4.817 3.420 0.397
C 4.841 2.034 0.311
C 3.688 1.304 0.544
C 1.305 0.203 2.847
C 2.407 -0.638 2.994
C 2.595 -1.343 4.170
C 1.684 -1.215 5.211
C 0.578 -0.392 5.066
C 0.381 0.305 3.882
P -1.478 1.480 0.491
C -2.898 1.297 1.573
C -3.318 2.366 2.364
C -4.348 2.182 3.273
C -4.963 0.941 3.381
C -4.563 -0.114 2.574
C -3.530 0.062 1.666
C -1.743 2.897 -0.600
C -3.030 3.358 -0.863
C -3.212 4.456 -1.689
C -2.115 5.076 -2.273
C -0.834 4.600 -2.031
C -0.646 3.514 -1.190
H -0.420 2.614 2.393
H 1.562 3.862 1.202
H 3.617 5.153 0.787
H 5.718 3.988 0.208
H 5.760 1.522 0.058
H 3.726 0.225 0.470
H 3.124 -0.757 2.193
H 3.455 -1.991 4.277
H 1.837 -1.759 6.134
H -0.139 -0.296 5.870
H -0.516 0.902 3.771
H -2.849 3.339 2.268
H -4.676 3.007 3.890
H -5.770 0.801 4.088
H -5.060 -1.073 2.646
H -3.240 -0.739 1.001
H -3.885 2.850 -0.437
H -4.212 4.821 -1.884
H -2.260 5.928 -2.925
H 0.021 5.073 -2.497
H 0.356 3.143 -1.007
O -0.413 -1.478 1.483
C -1.226 -2.317 0.939
O -1.530 -2.176 -0.264
C -1.765 -3.407 1.781
C -2.767 -4.225 1.268
C -3.298 -5.234 2.052
C -2.798 -5.399 3.331
C -1.798 -4.603 3.861
C -1.280 -3.590 3.073
N -3.362 -6.478 4.177
O -2.864 -6.644 5.269
O -4.286 -7.114 3.721
H -3.121 -4.061 0.259
H -4.081 -5.886 1.695
H -1.447 -4.784 4.866
H -0.506 -2.936 3.454
O 5.426 2.073 -3.617
C 5.770 0.705 -3.638
N 4.784 0.067 -2.796
C 4.594 -1.267 -2.846
O 5.273 -2.000 -3.540
C 3.489 -1.841 -1.999
C 3.459 -3.215 -1.816
C 2.411 -3.773 -1.108
C 1.415 -2.947 -0.625
N 1.433 -1.618 -0.799
C 2.462 -1.081 -1.468
H 6.097 2.570 -4.093
H 6.779 0.542 -3.245
H 5.709 0.269 -4.638
H 4.256 0.673 -2.191
H 4.247 -3.816 -2.252
H 2.343 -4.839 -0.945
H 0.573 -3.360 -0.095
H 2.418 -0.016 -1.612
O 1.251 0.293 -3.469
C 0.055 0.282 -3.310
N -0.606 0.349 -2.069
C -1.972 0.375 -2.293
O -2.830 0.408 -1.417
C -2.222 0.330 -3.753
C -3.401 0.349 -4.469
C -3.295 0.299 -5.856
C -2.052 0.233 -6.483
C -0.870 0.217 -5.747
C -0.990 0.265 -4.374
H -4.360 0.403 -3.973
H -4.191 0.311 -6.461
H -2.008 0.192 -7.563
H 0.099 0.170 -6.224
*
```

=====

> Which value of E does entry 2 give?

-211876.295 eV

=====

> Look up the max |F| of the first one.

0.0441 hartree/bohr

=====

> What is the formula in the second record?

C39H54AsIN5OPdS6Si3

=====

Please write out number 3 again, unchanged.
Molecular formula: C46H37IrN5O8P2
Method: DFT, wB97M-V/def2-TZVPD

Calculated values
Lowest unoccupied orbital energy, eV: -3.01
E, eV: -93546.950
ΔE to the lowest compared entry with this formula, charge and spin, kJ/mol: 0.00
Max |F|, hartree/bohr: 0.0112

Geometry as ORCA input:
```
! wB97M-V def2-TZVPD RIJCOSX def2/J DEFGRID3
* xyz 1 1
Ir -0.146 -0.253 -0.142
N -0.234 2.150 1.514
P 0.990 1.051 1.283
C 2.498 1.956 0.876
C 2.482 3.346 0.962
C 3.640 4.073 0.721
C 4.817 3.420 0.397
C 4.841 2.034 0.311
C 3.688 1.304 0.544
C 1.305 0.203 2.847
C 2.407 -0.638 2.994
C 2.595 -1.343 4.170
C 1.684 -1.215 5.211
C 0.578 -0.392 5.066
C 0.381 0.305 3.882
P -1.478 1.480 0.491
C -2.898 1.297 1.573
C -3.318 2.366 2.364
C -4.348 2.182 3.273
C -4.963 0.941 3.381
C -4.563 -0.114 2.574
C -3.530 0.062 1.666
C -1.743 2.897 -0.600
C -3.030 3.358 -0.863
C -3.212 4.456 -1.689
C -2.115 5.076 -2.273
C -0.834 4.600 -2.031
C -0.646 3.514 -1.190
H -0.420 2.614 2.393
H 1.562 3.862 1.202
H 3.617 5.153 0.787
H 5.718 3.988 0.208
H 5.760 1.522 0.058
H 3.726 0.225 0.470
H 3.124 -0.757 2.193
H 3.455 -1.991 4.277
H 1.837 -1.759 6.134
H -0.139 -0.296 5.870
H -0.516 0.902 3.771
H -2.849 3.339 2.268
H -4.676 3.007 3.890
H -5.770 0.801 4.088
H -5.060 -1.073 2.646
H -3.240 -0.739 1.001
H -3.885 2.850 -0.437
H -4.212 4.821 -1.884
H -2.260 5.928 -2.925
H 0.021 5.073 -2.497
H 0.356 3.143 -1.007
O -0.413 -1.478 1.483
C -1.226 -2.317 0.939
O -1.530 -2.176 -0.264
C -1.765 -3.407 1.781
C -2.767 -4.225 1.268
C -3.298 -5.234 2.052
C -2.798 -5.399 3.331
C -1.798 -4.603 3.861
C -1.280 -3.590 3.073
N -3.362 -6.478 4.177
O -2.864 -6.644 5.269
O -4.286 -7.114 3.721
H -3.121 -4.061 0.259
H -4.081 -5.886 1.695
H -1.447 -4.784 4.866
H -0.506 -2.936 3.454
O 5.426 2.073 -3.617
C 5.770 0.705 -3.638
N 4.784 0.067 -2.796
C 4.594 -1.267 -2.846
O 5.273 -2.000 -3.540
C 3.489 -1.841 -1.999
C 3.459 -3.215 -1.816
C 2.411 -3.773 -1.108
C 1.415 -2.947 -0.625
N 1.433 -1.618 -0.799
C 2.462 -1.081 -1.468
H 6.097 2.570 -4.093
H 6.779 0.542 -3.245
H 5.709 0.269 -4.638
H 4.256 0.673 -2.191
H 4.247 -3.816 -2.252
H 2.343 -4.839 -0.945
H 0.573 -3.360 -0.095
H 2.418 -0.016 -1.612
O 1.251 0.293 -3.469
C 0.055 0.282 -3.310
N -0.606 0.349 -2.069
C -1.972 0.375 -2.293
O -2.830 0.408 -1.417
C -2.222 0.330 -3.753
C -3.401 0.349 -4.469
C -3.295 0.299 -5.856
C -2.052 0.233 -6.483
C -0.870 0.217 -5.747
C -0.990 0.265 -4.374
H -4.360 0.403 -3.973
H -4.191 0.311 -6.461
H -2.008 0.192 -7.563
H 0.099 0.170 -6.224
*
```